No. 1
Density functional theory data (ωB97M-V/def2-TZVPD) for a single C5H12O2 molecule.

CARTESIAN COORDINATES (ANGSTROEM)
C -0.406 2.722 0.355
C -0.342 1.440 -0.470
C 0.368 0.285 0.241
O -0.261 -0.020 1.477
C 0.432 -0.950 -0.670
C 0.672 -2.275 0.065
O -0.569 -2.917 0.348
H -1.001 3.487 -0.156
H -0.860 2.526 1.331
H 0.596 3.132 0.526
H 0.157 1.634 -1.430
H -1.360 1.101 -0.713
H 1.384 0.606 0.516
H -0.972 -0.650 1.295
H 1.156 -0.780 -1.476
H -0.550 -1.071 -1.149
H 1.132 -2.105 1.042
H 1.330 -2.938 -0.515
H -0.902 -3.287 -0.482

Results
HOMO (eV): -10.04
Kohn-Sham gap (eV): 10.93
Total charge: 0
Structure (SMILES): CC[C@@H](O)CCO

No. 2
Density functional theory data (ωB97M-V/def2-TZVPD) for a single C5H8N4O3 molecule in a non-equilibrium geometry.

CARTESIAN COORDINATES (ANGSTROEM)
C 0.626 1.541 -1.292
C -0.007 0.428 -0.458
C 1.914 0.084 0.397
C 1.352 -1.209 -0.641
C -2.007 -0.589 0.381
N 1.779 2.026 -0.983
N 0.308 -0.803 -1.142
N 2.548 1.503 0.054
N -1.475 0.570 -0.301
O 0.638 0.393 0.799
O 2.622 -0.619 1.391
O 2.175 -2.192 -0.861
H 0.051 2.078 -2.007
H -1.311 -1.035 1.259
H -1.964 -1.421 -0.225
H -3.021 -0.356 0.769
H 2.666 -0.076 2.173
H 3.510 1.482 -0.306
H -1.582 1.334 0.328
H 1.664 -2.678 -1.550

Results
HOMO (spin up / spin down) (eV): -5.74 / -9.28
Kohn-Sham gap (spin up / spin down) (eV): 6.35 / 6.88
Total charge: 0
Expectation value of S²: 2.007
Multiplicity: 3

No. 3
Density functional theory data (ωB97M-V/def2-TZVPD) for a molecular structure, C38H98Br6N12O16P4 in a non-equilibrium geometry.

CARTESIAN COORDINATES (ANGSTROEM)
C 7.185 1.067 0.489
Br 6.838 3.005 0.285
Br 5.539 0.317 -0.397
Br 7.178 0.413 2.446
H 8.124 0.799 0.004
C -3.883 1.340 1.739
Br -5.128 0.404 0.457
Br -4.314 0.846 3.700
Br -3.425 3.292 1.620
H -2.962 0.828 1.459
O -1.263 1.548 -4.990
P -1.927 2.901 -4.794
N -1.732 3.694 -3.240
C -1.237 3.001 -2.068
C -2.329 4.985 -2.907
N -3.620 2.879 -4.927
C -4.694 3.939 -4.805
C -4.085 1.814 -5.833
N -1.388 4.121 -5.902
C 0.081 4.358 -5.841
C -1.803 4.014 -7.342
H -1.851 3.235 -1.199
H -0.166 3.161 -1.945
H -1.346 1.928 -2.225
H -3.278 4.874 -2.383
H -2.371 5.549 -3.839
H -1.607 5.579 -2.347
H -5.053 4.020 -3.779
H -4.369 4.936 -5.101
H -5.641 3.720 -5.299
H -3.671 1.877 -6.839
H -3.749 0.923 -5.302
H -5.169 1.882 -5.929
H 0.597 3.717 -5.125
H 0.645 4.274 -6.770
H 0.210 5.411 -5.591
H -1.406 3.098 -7.779
H -1.423 4.845 -7.936
H -2.886 4.065 -7.457
O 0.847 -5.992 3.367
P 0.474 -7.030 2.426
N 1.351 -6.861 0.907
C 2.706 -6.227 0.963
C 1.156 -7.817 -0.168
N -1.227 -6.933 2.048
C -2.203 -7.320 3.075
C -1.657 -6.040 0.972
N 0.825 -8.572 3.043
C 1.839 -8.648 4.149
C 0.094 -9.824 2.567
H 2.737 -5.596 1.852
H 2.857 -5.525 0.143
H 3.526 -6.943 0.919
H 1.604 -7.507 -1.112
H 0.103 -8.054 -0.317
H 1.594 -8.756 0.170
H -1.636 -7.578 3.970
H -2.882 -6.503 3.321
H -2.838 -8.148 2.761
H -1.101 -6.433 0.121
H -2.730 -6.022 0.782
H -1.279 -5.044 1.200
H 1.332 -8.633 5.114
H 2.486 -9.507 3.972
H 2.491 -7.786 4.008
H 0.159 -10.675 3.244
H 0.549 -9.951 1.585
H -0.948 -9.515 2.479
O -0.963 0.297 -0.596
P 0.098 -0.466 0.089
N 1.285 0.487 0.953
C 1.811 1.682 0.284
C 1.292 0.545 2.419
N 1.083 -1.357 -0.956
C 2.466 -1.261 -0.945
C 0.479 -2.380 -1.847
N -0.388 -1.546 1.342
C 0.485 -2.624 1.840
C -1.744 -2.048 1.272
H 1.207 2.547 0.555
H 1.969 1.675 -0.794
H 2.810 1.836 0.692
H 2.166 1.136 2.692
H 1.491 -0.469 2.767
H 0.389 0.824 2.961
H 2.893 -1.956 -1.668
H 2.914 -0.279 -1.092
H 2.798 -1.412 0.082
H 0.407 -3.329 -1.316
H -0.503 -2.123 -2.243
H 1.108 -2.578 -2.715
H 0.254 -2.688 2.903
H 0.164 -3.632 1.580
H 1.518 -2.562 1.496
H -1.815 -2.773 0.462
H -2.492 -1.272 1.109
H -1.902 -2.706 2.127
O -0.096 8.003 4.669
P 1.359 7.686 4.600
N 2.249 8.047 5.983
C 1.653 8.020 7.330
C 3.692 8.456 6.009
N 2.162 8.386 3.313
C 3.537 8.072 2.853
C 1.760 9.784 2.987
N 1.573 5.994 4.271
C 2.562 5.155 4.987
C 1.038 5.443 2.980
H 1.559 6.988 7.669
H 0.620 8.329 7.172
H 2.175 8.565 8.117
H 4.461 7.692 5.897
H 3.920 9.151 6.817
H 3.730 9.136 5.157
H 3.849 7.145 3.333
H 3.436 7.991 1.770
H 4.227 8.803 3.275
H 2.511 10.453 3.408
H 1.865 9.854 1.905
H 0.774 10.069 3.353
H 2.137 4.152 5.024
H 3.463 5.173 4.373
H 2.615 5.454 6.033
H 1.849 5.667 2.287
H 0.022 5.787 2.790
H 1.079 4.355 2.930
C -3.071 -1.014 -2.333
O -4.333 -1.496 -2.017
C -5.465 -1.162 -2.578
O -5.718 -0.242 -3.376
O -6.440 -1.998 -2.016
C -7.782 -1.770 -2.280
H -2.713 -1.383 -3.295
H -2.472 -1.570 -1.611
H -3.013 0.067 -2.212
H -8.042 -2.799 -2.528
H -7.950 -1.396 -3.290
H -8.390 -1.430 -1.441
C 0.209 -3.510 -5.233
O -0.763 -4.097 -4.362
C -0.414 -5.056 -3.584
O 0.733 -5.181 -3.118
O -1.485 -5.839 -3.362
C -1.257 -7.208 -2.988
H 1.227 -3.364 -4.871
H -0.085 -2.496 -5.505
H 0.429 -4.184 -6.061
H -0.892 -7.798 -3.828
H -2.212 -7.681 -2.757
H -0.634 -7.253 -2.095
C -0.305 0.729 5.685
O -0.454 -0.566 5.268
C -1.641 -1.253 5.422
O -2.738 -0.776 5.782
O -1.386 -2.507 5.075
C -2.558 -3.437 4.815
H -1.018 1.080 6.430
H -0.193 1.392 4.827
H 0.615 0.764 6.269
H -3.143 -3.029 3.991
H -3.140 -3.431 5.737
H -2.228 -4.455 4.604
C 1.417 0.210 -4.233
O 2.630 1.032 -4.352
C 3.706 0.549 -5.010
O 3.720 -0.465 -5.704
O 4.736 1.501 -4.916
C 5.590 1.533 -6.039
H 0.672 0.819 -3.721
H 1.645 -0.617 -3.560
H 1.047 -0.192 -5.176
H 5.237 1.817 -7.031
H 5.891 0.502 -6.229
H 6.515 2.063 -5.815

Results
HOMO (eV): -8.09
Kohn-Sham gap (eV): 7.47
Total charge: 0

No. 4
Density functional theory data (ωB97M-V/def2-TZVPD) for a single C13H16ClN3O5S2 molecule in a non-equilibrium geometry.

CARTESIAN COORDINATES (ANGSTROEM)
C 0.965 -2.098 2.446
C 0.290 -2.868 1.557
C -0.007 -2.499 0.142
N 0.948 -1.596 -0.377
S 0.640 -0.841 -1.865
O 0.230 -1.909 -2.741
O 1.963 -0.263 -2.267
C -0.731 0.380 -1.736
C -1.467 0.566 -2.912
C -2.611 1.323 -2.819
S -3.744 1.333 -4.270
N -3.693 -0.036 -5.003
O -5.214 1.460 -3.988
O -3.248 2.156 -5.406
C -2.865 1.984 -1.585
Cl -4.199 3.117 -1.356
C -2.026 1.950 -0.432
C -0.963 1.056 -0.482
N -0.162 0.976 0.706
C -0.537 1.438 1.921
C 0.465 1.777 3.023
C 0.019 2.168 4.268
C 1.046 2.710 5.212
O -1.356 2.078 4.524
H 1.214 -2.243 3.505
H 1.440 -1.223 1.979
H -0.129 -3.769 2.021
H -1.074 -2.156 0.216
H 0.059 -3.412 -0.472
H 1.915 -1.934 -0.323
H -1.153 -0.090 -3.761
H -4.663 -0.318 -4.957
H -3.526 0.187 -5.987
H -2.259 2.609 0.448
H -1.451 1.911 2.129
H 1.620 1.751 2.955
H 0.672 3.593 5.875
H 1.334 1.998 5.945
H 1.922 3.155 4.703
H -1.594 2.499 5.360

Results
HOMO (eV): -9.10
Kohn-Sham gap (eV): 8.01
Total charge: 0
Structure (SMILES): C=CCNS(=O)(=O)c1cc(S(N)(=O)=O)c(Cl)cc1/N=C/C=C(/C)O

No. 5
Density functional theory data (ωB97M-V/def2-TZVPD) for a single C15H27NO3 molecule in a non-equilibrium geometry.

CARTESIAN COORDINATES (ANGSTROEM)
C 2.475 -3.902 -4.654
C 2.763 -2.835 -3.528
C 2.245 -3.337 -2.160
O 1.993 -2.175 -1.463
C 1.248 -2.303 -0.351
O 0.995 -3.393 0.236
N 0.598 -1.224 0.164
C 0.541 0.083 -0.271
O 1.143 0.395 -1.309
C -0.448 1.102 0.395
C -1.122 1.913 -0.728
C -1.872 0.990 -1.740
C -2.107 2.992 -0.321
C 0.399 2.093 1.322
C 0.868 1.559 2.776
C -0.112 1.794 3.927
C -1.421 1.007 3.845
C -2.284 1.230 2.482
C -1.556 0.446 1.298
H 3.092 -3.801 -5.537
H 2.524 -4.906 -4.209
H 1.410 -3.848 -5.100
H 2.406 -1.824 -3.683
H 3.892 -2.801 -3.471
H 3.055 -3.988 -1.585
H 1.365 -3.993 -2.304
H 0.133 -1.473 1.074
H -0.329 2.430 -1.316
H -1.154 0.386 -2.396
H -2.565 0.245 -1.304
H -2.414 1.665 -2.364
H -3.090 2.466 -0.091
H -2.286 3.598 -1.210
H -1.666 3.614 0.442
H -0.097 3.069 1.474
H 1.277 2.396 0.699
H 1.845 1.974 3.064
H 0.871 0.479 2.820
H -0.473 2.801 3.993
H 0.255 1.628 4.905
H -1.102 -0.051 4.079
H -2.183 0.903 4.660
H -3.247 0.878 2.838
H -2.328 2.255 2.152
H -2.371 -0.058 0.730
H -1.167 -0.479 1.725

Results
HOMO (eV): -9.89
Kohn-Sham gap (eV): 10.63
Total charge: 0
Structure (SMILES): CCCOC(=O)NC(=O)C1(C(C)C)CCCCCC1

No. 6
Density functional theory data (ωB97M-V/def2-TZVPD) for a single C15H23N3O3S molecule in a non-equilibrium geometry.

CARTESIAN COORDINATES (ANGSTROEM)
C -0.402 -3.373 -2.055
C -1.339 -3.160 -0.872
C -0.603 -3.007 0.460
C 0.285 -1.765 0.510
C 0.816 -1.512 1.920
C 1.813 -0.350 2.010
C 1.264 1.004 1.513
C 2.166 1.400 0.346
C 1.515 1.514 -1.037
C 0.520 2.678 -1.212
C 1.108 4.026 -0.807
C -0.754 2.410 -0.436
O -1.132 3.027 0.532
N -1.479 1.344 -0.921
C -2.589 0.864 -0.284
N -3.236 -0.183 -0.679
N -4.260 -0.483 0.111
C -4.399 0.319 1.099
S -3.219 1.601 1.169
C 3.195 0.268 0.280
O 4.089 0.183 -0.513
O 2.964 -0.642 1.220
H 0.244 -4.231 -1.880
H 0.227 -2.503 -2.227
H -0.977 -3.557 -2.960
H -1.960 -2.278 -1.046
H -2.009 -4.019 -0.796
H -1.347 -2.938 1.258
H 0.004 -3.895 0.647
H 1.132 -1.890 -0.167
H -0.307 -0.912 0.173
H 1.323 -2.412 2.272
H -0.011 -1.300 2.599
H 2.162 -0.275 3.048
H 1.296 1.747 2.308
H 0.226 0.895 1.213
H 2.711 2.323 0.555
H 1.021 0.568 -1.274
H 2.326 1.647 -1.757
H 0.253 2.709 -2.275
H 0.459 4.831 -1.141
H 1.190 4.095 0.274
H 2.090 4.160 -1.254
H -1.201 0.852 -1.759
H -5.173 0.217 1.832

Results
HOMO (eV): -9.58
Kohn-Sham gap (eV): 10.08
Total charge: 0
Structure (SMILES): CCCCC[C@@H]1C[C@H](C[C@H](C)C(=O)Nc2nncs2)C(=O)O1

No. 7
Density functional theory data (ωB97M-V/def2-TZVPD) for a molecular structure, C21H50MnN4O3Si4.

CARTESIAN COORDINATES (ANGSTROEM)
Mn 0.280 0.404 -0.811
N 0.612 0.242 1.281
C 1.905 0.923 1.572
C 2.468 0.685 2.975
C 2.458 -0.734 3.558
C 3.313 -1.783 2.843
N 4.688 -1.349 2.635
C 5.744 -1.617 3.386
N 6.918 -1.066 3.069
N 5.672 -2.420 4.450
C 2.815 0.601 0.375
O 3.985 0.305 0.483
O 2.162 0.693 -0.742
H -0.144 0.668 1.813
H 0.654 -0.738 1.555
H 1.700 1.992 1.468
H 1.904 1.319 3.662
H 3.488 1.075 2.975
H 1.432 -1.110 3.625
H 2.813 -0.657 4.588
H 2.909 -2.027 1.858
H 3.298 -2.713 3.411
H 4.792 -0.666 1.884
H 7.000 -0.461 2.270
H 7.750 -1.256 3.600
H 4.821 -2.892 4.697
H 6.495 -2.650 4.979
C 0.750 1.321 -3.727
O 0.076 0.503 -2.749
Si -0.863 -0.930 -2.994
C -2.303 -0.670 -4.124
C 0.320 -2.113 -3.815
C -1.172 -1.009 -1.112
Si -2.997 -0.613 -0.607
C -3.653 0.917 -1.483
C -4.074 -2.076 -1.044
C -3.065 -0.292 1.239
Si -0.482 -2.637 -0.365
C -1.252 -4.108 -1.227
C -0.821 -2.849 1.480
C 1.396 -2.712 -0.611
H 0.581 0.899 -4.715
H 1.815 1.335 -3.508
H 0.342 2.328 -3.676
H -1.958 -0.249 -5.072
H -3.079 -0.024 -3.727
H -2.748 -1.642 -4.352
H 0.253 -1.975 -4.896
H 0.095 -3.161 -3.619
H 1.352 -1.928 -3.516
H -2.898 1.420 -2.085
H -3.998 1.637 -0.739
H -4.504 0.670 -2.120
H -3.923 -2.427 -2.066
H -5.115 -1.757 -0.958
H -3.939 -2.919 -0.368
H -2.286 0.412 1.541
H -2.982 -1.199 1.837
H -4.023 0.171 1.484
H -2.254 -4.304 -0.852
H -0.642 -4.991 -1.021
H -1.323 -4.002 -2.309
H -1.785 -3.340 1.619
H -0.863 -1.934 2.070
H -0.066 -3.509 1.914
H 1.632 -3.195 -1.560
H 1.851 -3.322 0.172
H 1.920 -1.752 -0.623
C -2.804 4.883 -2.094
Si -2.264 4.616 -0.329
C -3.678 4.369 0.860
C -1.103 5.958 0.226
C -1.335 2.981 -0.358
C -0.795 1.892 -0.446
H -3.460 5.752 -2.166
H -3.343 4.020 -2.487
H -1.935 5.068 -2.729
H -4.162 5.323 1.077
H -3.323 3.952 1.803
H -4.435 3.697 0.452
H -1.642 6.906 0.270
H -0.273 6.078 -0.471
H -0.693 5.763 1.219

Results
HOMO (spin up / spin down) (eV): -14.48 / -14.62
Kohn-Sham gap (spin up / spin down) (eV): 7.55 / 8.69
Total charge: +2
Expectation value of S²: 4.115
Multiplicity: 4

| no. | E_tot (eV) |
| --- | --- |
| 1 | -9474.2935 |
| 2 | -17409.9462 |
| 3 | -549045.0027 |
| 4 | -62634.9588 |
| 5 | -23624.1347 |
| 6 | -37377.1801 |
| 7 | -97513.2382 |